Computed, not measured: a 4-piece molecular cluster, C19H42BO4S overall, with ωB97M-V/def2-TZVPD.

Positions of all 67 atoms, in Å:
1 S 3.35 -0.33 -2.30
2 O -0.57 3.63 -2.65
3 O -0.65 -2.58 3.91
4 O -2.38 0.18 0.82
5 O 4.20 -1.62 -4.58
6 C -3.05 0.17 3.09
7 C -0.98 -1.88 5.11
8 C 0.08 -3.77 4.22
9 C 3.15 -3.24 -2.85
10 C -0.52 -1.49 -1.28
11 C 0.75 0.48 -2.30
12 C -0.78 4.06 -0.34
13 C -1.05 -0.68 -3.63
14 C 0.44 4.58 -2.30
15 C -2.61 -0.71 1.93
16 C -2.90 1.47 1.12
17 C -1.46 3.43 -1.55
18 C 0.04 -0.86 -2.57
19 C 4.84 0.64 -2.57
20 C -0.67 -2.84 6.26
21 C 2.03 0.63 -3.10
22 C -0.01 5.21 -0.99
23 C 0.49 -3.65 5.68
24 C -3.76 1.32 2.37
25 B 3.61 -1.87 -3.41
26 H -0.69 6.05 -1.19
27 H -1.53 -3.49 6.44
28 H 0.94 -3.85 3.55
29 H -1.63 2.36 -1.43
30 H -0.61 -0.39 -4.59
31 H 0.11 1.32 -2.59
32 H -1.56 -1.63 -3.79
33 H 0.82 5.58 -0.39
34 H -0.66 -0.75 -0.51
35 H -1.77 0.07 -3.31
36 H 4.78 1.51 -1.93
37 H -3.40 -1.42 1.65
38 H -2.03 -1.59 5.08
39 H -3.83 2.23 2.95
40 H -0.36 -0.98 5.18
41 H 3.85 -4.04 -3.10
42 H -2.06 2.15 1.30
43 H -4.77 1.01 2.09
44 H 0.76 -1.57 -3.00
45 H 3.05 -3.22 -1.76
46 H -3.46 1.84 0.26
47 H 1.89 0.25 -4.11
48 H 0.55 5.30 -3.11
49 H -2.41 3.91 -1.77
50 H -0.08 3.35 0.12
51 H 5.69 0.02 -2.29
52 H 1.40 4.06 -2.16
53 H 4.93 0.93 -3.62
54 H 0.63 -4.62 6.16
55 H -0.57 -4.64 4.06
56 H 1.42 -3.08 5.77
57 H 0.16 -2.27 -0.93
58 H 2.37 1.66 -3.17
59 H -1.71 -1.28 2.14
60 H 4.28 -2.41 -5.12
61 H -1.47 -1.98 -1.51
62 H 2.18 -3.51 -3.25
63 H -2.17 0.55 3.62
64 H -1.49 4.38 0.42
65 H -0.43 -2.32 7.18
66 H -3.68 -0.36 3.80
67 H 0.97 0.58 -1.24

The gap between HOMO and LUMO is 8.0 eV. The charge is +1. The value obtained for the total energy is -40080.1828 eV. As for the HOMO energy: -11.29 eV.

---

Computed, not measured: a 3-piece molecular cluster, C19H42N2O3 overall, with ωB97M-V/def2-TZVPD.

Positions of all 66 atoms, in Å:
1 O 9.23 -12.28 -28.92
2 O 7.78 -4.27 -20.39
3 O 9.05 -9.74 -24.14
4 N 10.18 -12.38 -27.96
5 N 6.81 -5.06 -21.01
6 C 5.31 -7.18 -22.35
7 C 8.64 -12.73 -26.08
8 C 5.71 -5.88 -23.03
9 C 8.39 -8.64 -23.41
10 C 5.83 -5.76 -18.88
11 C 11.53 -11.89 -28.46
12 C 6.97 -5.11 -22.56
13 C 6.85 -3.68 -23.09
14 C 7.53 -7.28 -19.97
15 C 6.35 -6.17 -20.24
16 C 9.22 -10.38 -26.76
17 C 8.38 -5.79 -23.02
18 C 11.98 -12.90 -29.48
19 C 10.90 -11.95 -25.64
20 C 11.53 -10.42 -29.10
21 C 5.12 -6.91 -20.86
22 C 12.33 -11.37 -26.14
23 C 12.73 -12.05 -27.43
24 C 9.72 -11.85 -26.65
25 H 6.68 -5.43 -18.29
26 H 8.47 -6.81 -19.69
27 H 4.37 -7.60 -22.70
28 H 8.48 -6.75 -22.51
29 H 7.29 -8.05 -19.23
30 H 4.22 -6.30 -20.75
31 H 5.18 -4.90 -19.02
32 H 12.94 -13.08 -27.16
33 H 8.51 -12.40 -25.06
34 H 7.65 -7.77 -20.94
35 H 5.34 -6.55 -18.31
36 H 7.53 -9.05 -22.87
37 H 11.37 -9.69 -28.30
38 H 6.11 -7.89 -22.53
39 H 13.75 -11.78 -27.71
40 H 11.18 -13.10 -30.20
41 H 13.07 -11.55 -25.35
42 H 10.98 -12.90 -25.11
43 H 9.17 -5.06 -22.83
44 H 8.59 -10.21 -27.63
45 H 7.69 -3.18 -22.60
46 H 8.49 -10.24 -24.75
47 H 9.12 -8.07 -22.83
48 H 12.31 -10.31 -26.37
49 H 5.97 -3.13 -22.76
50 H 8.23 -5.82 -24.10
51 H 10.59 -11.29 -24.83
52 H 7.70 -12.55 -26.61
53 H 6.99 -3.72 -24.17
54 H 8.41 -10.06 -26.10
55 H 12.84 -12.40 -29.93
56 H 7.97 -7.92 -24.12
57 H 12.30 -13.89 -29.13
58 H 5.89 -6.39 -23.98
59 H 12.47 -10.18 -29.60
60 H 10.65 -10.24 -29.71
61 H 10.07 -9.69 -26.68
62 H 8.56 -4.82 -20.55
63 H 9.24 -13.16 -29.29
64 H 4.85 -5.25 -23.26
65 H 8.86 -13.80 -26.09
66 H 4.74 -7.73 -20.25

The gap between HOMO and LUMO is 8.8 eV. As for the energy relative to the best compared isomer or geometry (same formula, charge and spin): 9.3 kcal/mol. The value obtained for the total energy is -29500.5025 eV. As for the HOMO energy: -8.25 eV.

---

Computed, not measured: C19H42NOP3PmSe as an isolated structure, with ωB97M-V/def2-TZVPD.

Positions of all 68 atoms, in Å:
1 Pm 0.26 0.54 -1.45
2 Se -2.31 -0.72 -0.01
3 P 0.87 -2.10 1.80
4 P 2.88 0.31 -0.60
5 P 0.00 1.46 1.56
6 O 0.30 -1.47 -2.21
7 N -0.68 -3.26 -3.17
8 C -1.96 2.84 -3.66
9 C -1.01 0.79 2.99
10 C -5.22 2.09 0.55
11 C -0.46 -3.06 2.66
12 C -0.82 3.12 1.48
13 C -4.83 2.01 -1.84
14 C -1.13 2.25 -2.77
15 C -4.22 0.76 -1.70
16 C 3.65 -0.59 -2.00
17 C 1.65 -3.48 -2.61
18 C 1.47 1.94 2.56
19 C 1.98 -1.74 3.22
20 C -5.21 2.74 -0.70
21 C -4.50 0.91 0.70
22 C -3.83 0.39 -0.41
23 C 3.27 2.05 -0.99
24 C 4.05 -0.06 0.71
25 C 1.71 -3.49 0.98
26 C 0.40 -2.68 -2.64
27 H -1.73 3.05 0.89
28 H 1.42 -4.49 -2.26
29 H -1.59 1.25 -2.48
30 H -2.08 3.91 -3.78
31 H 1.98 -4.28 1.69
32 H -2.61 2.20 -4.24
33 H -1.06 -3.63 1.93
34 H 2.40 -3.02 -1.96
35 H -5.79 2.49 1.39
36 H 1.89 1.07 3.08
37 H -4.41 0.43 1.68
38 H 1.53 -0.99 3.89
39 H 4.48 0.02 -2.40
40 H 2.05 -3.57 -3.63
41 H -5.58 3.77 -0.77
42 H 2.62 -3.15 0.47
43 H 5.01 0.30 0.34
44 H 4.31 1.94 -1.29
45 H -1.60 -2.88 -3.00
46 H 2.25 2.39 1.93
47 H -0.02 -3.76 3.39
48 H 4.11 -1.14 0.87
49 H -1.14 -2.38 3.19
50 H -0.14 3.86 1.02
51 H 2.19 -2.64 3.81
52 H -0.28 2.80 -2.34
53 H 4.05 -1.52 -1.60
54 H -1.07 3.44 2.51
55 H 3.19 2.71 -0.12
56 H 2.93 -1.33 2.85
57 H 1.15 2.68 3.31
58 H 2.68 2.48 -1.83
59 H -0.61 -4.21 -3.52
60 H 1.06 -3.93 0.21
61 H -1.30 1.64 3.62
62 H -1.93 0.29 2.66
63 H 3.80 0.45 1.65
64 H -0.43 0.06 3.57
65 H 2.96 -0.81 -2.83
66 H -4.02 0.11 -2.55
67 H -5.02 2.44 -2.82
68 H -1.96 0.39 1.00

As for the spin multiplicity: 5. The gap between HOMO and LUMO (spin up / spin down) is 6.5 / 6.9 eV. The charge is +3. The value obtained for the total energy is -133662.7802 eV. As for the HOMO energy (spin up / spin down): -16.41 / -16.42 eV.

---

Computed, not measured: C19H43AlBr14OP as an isolated structure, with ωB97M-V/def2-TZVPD.

Positions of all 79 atoms, in Å:
1 Br 2.75 3.73 0.87
2 Br -2.23 0.76 2.03
3 Br -4.54 0.31 2.20
4 Br 8.24 2.95 1.09
5 Br -3.74 -1.73 -3.60
6 Br -0.43 -5.36 2.66
7 Br -12.16 -2.83 -0.76
8 Br -0.67 0.08 -4.57
9 Br -2.24 2.60 -1.17
10 Br 1.19 -2.08 2.17
11 Br 6.42 4.55 -1.70
12 Br -7.75 -1.28 3.06
13 Br 1.17 4.49 4.12
14 Br -10.35 -4.43 2.03
15 P 2.64 -1.47 -1.52
16 Al 3.28 0.54 -0.55
17 O 1.03 -1.55 -1.36
18 C -1.11 -3.74 1.81
19 C 7.67 4.80 0.87
20 C -0.04 -3.05 1.01
21 C -2.36 0.69 -0.84
22 C -10.91 -2.58 1.81
23 C -3.52 -0.16 -4.73
24 C 6.33 -1.14 0.38
25 C 5.99 0.14 -2.05
26 C -2.29 -0.27 -5.60
27 C 0.87 3.67 1.39
28 C -3.21 0.39 0.38
29 C 5.08 1.28 -1.29
30 C 6.31 4.88 0.22
31 C 0.52 4.81 2.31
32 C 7.41 -2.10 -1.88
33 C -4.92 -1.12 3.47
34 C -5.97 -2.06 2.92
35 C -12.27 -2.49 1.16
36 C 6.97 -0.74 -1.07
37 H 5.20 -1.49 0.33
38 H 6.91 -2.05 0.89
39 H 3.18 -2.59 -0.78
40 H -3.97 -1.65 3.60
41 H -3.45 -0.67 0.43
42 H 0.57 -3.74 0.41
43 H -2.81 0.27 -1.74
44 H -12.99 -3.21 1.56
45 H 6.48 -0.20 1.09
46 H 5.35 -0.58 -2.74
47 H 5.64 1.85 -0.42
48 H -5.21 -0.65 4.41
49 H -0.57 4.90 2.41
50 H -4.13 0.98 0.42
51 H 7.92 -0.07 -0.85
52 H -10.13 -2.07 1.24
53 H -2.30 0.49 -6.38
54 H 0.93 5.77 1.99
55 H -4.42 -0.13 -5.35
56 H 6.45 -2.71 -2.22
57 H -6.02 -2.98 3.52
58 H 8.09 -2.83 -1.24
59 H 7.98 -1.75 -2.86
60 H 5.59 4.17 0.63
61 H 2.07 1.59 -0.78
62 H 4.77 2.12 -2.07
63 H 8.46 5.31 0.30
64 H -2.17 -1.25 -6.06
65 H 0.70 2.68 1.83
66 H 6.71 0.73 -2.80
67 H 3.45 0.45 1.04
68 H 2.90 -1.56 -2.94
69 H -0.47 -2.29 0.36
70 H -12.68 -1.48 1.24
71 H -3.51 0.71 -4.07
72 H 0.31 3.74 0.45
73 H 5.91 5.90 0.31
74 H -1.54 -3.12 2.60
75 H 7.64 5.21 1.89
76 H -10.94 -2.17 2.82
77 H -5.82 -2.33 1.88
78 H -1.33 0.31 -0.75
79 H -1.92 -4.09 1.15

The gap between HOMO and LUMO is 6.5 eV. The charge is -1. The value obtained for the total energy is -1018923.6600 eV. As for the HOMO energy: -4.91 eV.